--- a ---
The following is a quantum chemistry calculation of an isolated ion of composition C4H10NS and charge +1, from OMol25.

ORCA input file:
```
! RIJCOSX wB97M-V def2-TZVPD def2/J DEFGRID3
* xyz 1 1
C 2.133 -0.545 0.479
C 0.946 -0.410 -0.385
N -0.295 -0.045 0.237
C -0.745 1.377 0.154
C -1.556 0.376 -0.451
S -3.112 -0.127 0.245
H 2.706 0.434 0.677
H 1.938 -0.977 1.538
H 2.734 -1.273 -0.003
H 0.634 -1.432 -0.818
H 1.107 0.344 -1.214
H -0.485 -0.540 1.117
H -0.190 2.182 -0.442
H -1.115 1.802 1.076
H -1.467 0.139 -1.578
H -3.233 -1.305 -0.633
*
```

## Properties
highest occupied orbital energy	-14.26	eV

Quick look at the Mulliken charges, all values in e:
1 C -1.144
2 C -0.261
3 N 0.038
4 C -0.526
5 C -0.005
6 S -0.147
7 H 0.301
8 H 0.317
9 H 0.368
10 H 0.319
11 H 0.304
12 H 0.383
13 H 0.230
14 H 0.289
15 H 0.319
16 H 0.216

--- b ---
The following is a quantum chemistry calculation of a 2-piece molecular cluster, C4H10NS overall, from OMol25.

ORCA input file:
```
! RIJCOSX wB97M-V def2-TZVPD def2/J DEFGRID3
* xyz 1 1
C -0.041 -1.153 1.090
C 0.936 -1.720 0.138
C -1.241 -0.447 -1.393
C 0.325 2.233 0.449
N 0.373 -0.427 -0.190
S 1.387 1.000 -0.358
H -1.093 -1.339 1.097
H 0.517 -0.662 1.864
H 1.993 -1.976 0.107
H 0.560 -2.540 -0.617
H -0.849 -0.425 -2.380
H -1.775 -1.139 -0.817
H -1.406 0.538 -1.065
H -0.153 2.095 1.417
H -0.457 2.791 -0.057
H 0.923 3.171 0.715
*
```

## Properties
highest occupied orbital energy	-13.69	eV

Quick look at the Mulliken charges, all values in e:
1 C -0.339
2 C -0.245
3 C -0.452
4 C -1.003
5 N -0.153
6 S 0.111
7 H 0.233
8 H 0.300
9 H 0.298
10 H 0.219
11 H 0.318
12 H 0.325
13 H 0.267
14 H 0.377
15 H 0.378
16 H 0.366

--- c ---
The following is a quantum chemistry calculation of a 3-piece molecular cluster, C4H10NS overall, from OMol25.

ORCA input file:
```
! RIJCOSX wB97M-V def2-TZVPD def2/J DEFGRID3
* xyz 1 1
C 0.531 -0.760 -0.351
C 1.475 -0.346 0.812
C -0.061 0.606 -0.198
C -1.759 0.712 -2.237
N 0.787 0.886 0.848
S -1.265 1.554 -0.925
H 1.047 -0.995 -1.309
H 0.006 -1.633 -0.034
H 1.260 -0.935 1.792
H 2.548 -0.324 0.636
H -1.220 -1.458 1.552
H -1.144 0.064 -2.700
H -2.642 1.043 -2.750
H -1.135 -1.110 2.317
H 0.198 0.983 1.697
H 1.375 1.711 0.849
*
```

## Properties
highest occupied orbital energy (spin up / spin down)	-12.11 / -12.15	eV

Quick look at the Mulliken charges, all values in e:
1 C -0.443
2 C -0.592
3 C -0.126
4 C -0.603
5 N 0.073
6 S 0.068
7 H 0.352
8 H 0.275
9 H 0.262
10 H 0.299
11 H -0.073
12 H 0.335
13 H 0.316
14 H 0.110
15 H 0.398
16 H 0.348

Taking the most stable structure as the zero point, the relative energies in hartree are a 0.0000; b 0.0959; c 0.1245.

--- a ---
The following is a quantum chemistry calculation of an isolated ion of composition C4H10NS and charge +1, from OMol25.

ORCA input file:
```
! RIJCOSX wB97M-V def2-TZVPD def2/J DEFGRID3
* xyz 1 1
C -1.008 -1.290 0.154
C -1.131 0.009 0.073
C -2.317 0.594 -0.610
S 0.013 1.291 0.611
C 1.481 0.190 0.903
N 2.114 0.139 -0.408
H -0.197 -1.891 0.506
H -1.901 -1.760 -0.078
H -3.038 -0.181 -0.494
H -2.222 0.972 -1.662
H -2.612 1.551 -0.067
H 2.072 0.818 1.523
H 1.353 -0.793 1.246
H 2.321 -0.777 -0.639
H 3.009 0.563 -0.446
H 1.348 0.646 -0.965
*
```

## Properties
highest occupied orbital energy	-13.23	eV

Quick look at the Mulliken charges, all values in e:
1 C -1.028
2 C 0.934
3 C -1.157
4 S -0.073
5 C -0.706
6 N -0.122
7 H 0.190
8 H 0.294
9 H 0.343
10 H 0.276
11 H 0.352
12 H 0.363
13 H 0.355
14 H 0.310
15 H 0.304
16 H 0.365

--- b ---
The following is a quantum chemistry calculation of a 2-piece molecular cluster, C4H10NS overall, from OMol25.

ORCA input file:
```
! RIJCOSX wB97M-V def2-TZVPD def2/J DEFGRID3
* xyz 1 1
C -0.375 -2.107 1.203
C -0.407 -2.971 0.210
C 0.300 0.058 1.942
N 0.121 -0.781 1.008
H -0.673 -2.296 2.222
H -0.135 -2.704 -0.802
H -0.728 -3.984 0.398
H 0.571 1.074 1.698
H 0.164 -0.257 2.970
H 0.196 -0.427 0.036
C -1.035 2.071 -1.155
S 0.659 1.401 -1.356
H -1.287 2.661 -2.026
H -1.729 1.246 -1.028
H -1.090 2.685 -0.259
H 1.302 2.359 -0.681
*
```

## Properties
highest occupied orbital energy	-13.39	eV

Quick look at the Mulliken charges, all values in e:
1 C 0.136
2 C -0.739
3 C 0.104
4 N 0.163
5 H 0.287
6 H 0.254
7 H 0.270
8 H 0.176
9 H 0.241
10 H -0.019
11 C -0.659
12 S -0.256
13 H 0.313
14 H 0.266
15 H 0.296
16 H 0.166

Taking the most stable structure as the zero point, the relative energies in hartree are a 0.0164; b 0.0000.

--- a ---
The following is a quantum chemistry calculation of a 4-piece molecular cluster, C4H13NO3 overall, from OMol25.

ORCA input file:
```
! RIJCOSX wB97M-V def2-TZVPD def2/J DEFGRID3
* xyz 0 1
C -0.262 -0.336 1.563
N -0.415 -0.605 0.146
C 4.195 1.017 -0.698
C -1.540 -0.150 -0.433
C -2.309 -1.036 -1.268
O -3.461 -0.886 -1.619
H -0.463 0.639 2.010
H 0.690 -0.745 1.888
H -0.987 -1.024 2.002
H 0.493 -0.447 -0.392
H 3.526 0.197 -0.271
H 5.158 0.607 -1.020
H 3.677 1.529 -1.506
H -1.803 0.899 -0.286
H -1.781 -1.940 -1.582
H 4.512 1.799 0.001
H 2.594 -1.748 0.203
O 2.286 -0.825 0.183
H -5.187 1.615 0.274
H -4.212 0.494 0.067
O -4.711 0.945 0.738
*
```

## Properties
highest occupied orbital energy	-8.31	eV

Quick look at the Mulliken charges, all values in e:
1 C -0.840
2 N -0.084
3 C -0.756
4 C 0.040
5 C -0.125
6 O -0.428
7 H 0.342
8 H 0.279
9 H 0.381
10 H 0.252
11 H 0.120
12 H 0.249
13 H 0.197
14 H 0.445
15 H 0.372
16 H 0.255
17 H 0.189
18 O -0.874
19 H 0.303
20 H 0.306
21 O -0.623

--- b ---
The following is a quantum chemistry calculation of a 3-piece molecular cluster, C4H13NO3 overall, from OMol25.

ORCA input file:
```
! RIJCOSX wB97M-V def2-TZVPD def2/J DEFGRID3
* xyz 0 1
C 0.444 -0.653 -0.233
N -0.869 -0.091 0.035
C -0.716 1.172 0.754
C -1.864 -1.063 0.485
C -2.684 -1.565 -0.688
O -3.391 -2.532 -0.672
H 0.927 -0.824 0.735
H 0.380 -1.601 -0.754
H 1.004 -0.011 -0.921
H -0.290 1.803 -0.042
H -0.086 1.059 1.644
H -1.655 1.675 0.946
H -2.522 -0.490 1.127
H -1.506 -1.920 1.048
H -2.563 -0.972 -1.612
O 2.602 1.462 -3.195
H 2.023 0.696 -3.283
H 2.879 1.548 -2.276
O 2.768 1.102 2.555
H 2.168 1.060 1.797
H 2.951 0.145 2.551
*
```

## Properties
highest occupied orbital energy	-9.17	eV

Quick look at the Mulliken charges, all values in e:
1 C -0.910
2 N 0.064
3 C -0.998
4 C -0.556
5 C 0.007
6 O -0.477
7 H 0.374
8 H 0.380
9 H 0.047
10 H 0.323
11 H 0.295
12 H 0.393
13 H 0.392
14 H 0.316
15 H 0.354
16 O -0.633
17 H 0.322
18 H 0.316
19 O -0.643
20 H 0.290
21 H 0.345

--- c ---
The following is a quantum chemistry calculation of a 2-piece molecular cluster, C4H13NO3 overall, from OMol25.

ORCA input file:
```
! RIJCOSX wB97M-V def2-TZVPD def2/J DEFGRID3
* xyz 0 1
N -1.572 -0.664 0.479
C -0.494 0.307 0.322
C -0.866 1.716 0.784
O -0.756 1.816 2.207
C -0.130 0.288 -1.159
C 0.401 -1.086 -1.660
O 0.814 -2.001 -0.664
H -2.350 -0.502 -0.146
H -1.909 -0.895 1.399
H 0.281 -0.036 0.965
H -1.937 1.859 0.633
H -0.354 2.547 0.294
H 0.171 1.805 2.465
H 0.601 1.046 -1.435
H -1.036 0.438 -1.752
H 1.240 -0.934 -2.334
H -0.342 -1.596 -2.273
H 0.139 -2.039 0.026
O 2.686 -0.355 0.584
H 3.386 -0.766 1.082
H 2.028 -0.948 0.182
*
```

## Properties
highest occupied orbital energy	-9.42	eV

Quick look at the Mulliken charges, all values in e:
1 N -0.604
2 C 0.370
3 C -0.902
4 O -0.532
5 C -0.718
6 C -0.468
7 O -0.642
8 H 0.214
9 H 0.183
10 H 0.374
11 H 0.247
12 H 0.340
13 H 0.318
14 H 0.395
15 H 0.410
16 H 0.304
17 H 0.330
18 H 0.348
19 O -0.673
20 H 0.277
21 H 0.428

--- d ---
The following is a quantum chemistry calculation of a 4-piece molecular cluster, C4H13NO3 overall, from OMol25.

ORCA input file:
```
! RIJCOSX wB97M-V def2-TZVPD def2/J DEFGRID3
* xyz 0 1
C 0.227 -2.692 -0.030
C 0.574 -1.651 -0.769
C 0.514 -0.290 -0.280
C -0.359 0.171 0.552
N 1.523 0.509 -0.967
H 0.081 -3.693 -0.404
H 0.070 -2.812 0.980
H 0.710 -1.862 -1.865
H -1.164 -0.250 1.267
H -0.511 1.113 0.956
H 2.257 0.071 -1.619
H 2.151 0.945 -0.284
O -2.496 0.702 -0.051
H -3.228 0.820 0.638
H -2.983 0.174 -0.630
O 1.690 1.332 2.960
H 1.500 1.383 2.002
H 1.011 0.842 3.364
O -0.669 2.065 -2.177
H -0.998 1.664 -1.344
H 0.101 1.457 -2.298
*
```

## Properties
highest occupied orbital energy	-8.76	eV

Quick look at the Mulliken charges, all values in e:
1 C -0.965
2 C -0.238
3 C 1.138
4 C -1.288
5 N -0.579
6 H 0.253
7 H 0.324
8 H 0.213
9 H 0.110
10 H 0.618
11 H 0.249
12 H 0.210
13 O -0.573
14 H 0.271
15 H 0.285
16 O -0.644
17 H 0.312
18 H 0.321
19 O -0.707
20 H 0.318
21 H 0.371

Taking the most stable structure as the zero point, the relative energies in hartree are a 0.2111; b 0.0353; c 0.0000; d 0.1051.

--- a ---
The following is a quantum chemistry calculation of C4H13NO3 as an isolated structure, from OMol25.

ORCA input file:
```
! RIJCOSX wB97M-V def2-TZVPD def2/J DEFGRID3
* xyz 0 1
C 1.339 -0.078 0.134
C -0.403 0.737 -1.968
C 1.353 1.179 0.964
N -1.335 1.361 -1.339
O 2.154 -1.034 0.738
H 2.253 -1.796 0.157
H 1.740 0.087 -0.876
H -2.077 0.795 -0.362
H -1.190 2.348 -1.154
H -0.563 -0.310 -2.178
H 0.464 1.249 -2.386
H 0.987 0.946 1.966
H 0.703 1.931 0.517
H 2.366 1.580 1.049
C -0.639 -1.948 0.541
O -0.394 -0.577 0.429
O -2.604 0.168 0.606
H -2.080 0.354 1.394
H 0.235 -2.465 0.968
H -1.470 -2.119 1.232
H -0.841 -2.408 -0.431
*
```

## Properties
highest occupied orbital energy	-8.02	eV

Quick look at the Mulliken charges, all values in e:
1 C 0.231
2 C -0.392
3 C -1.150
4 N -0.305
5 O -0.550
6 H 0.346
7 H 0.359
8 H 0.335
9 H 0.252
10 H 0.284
11 H 0.375
12 H 0.294
13 H 0.260
14 H 0.384
15 C -0.763
16 O -0.173
17 O -0.826
18 H 0.243
19 H 0.293
20 H 0.214
21 H 0.289

--- b ---
The following is a quantum chemistry calculation of a 3-piece molecular cluster, C4H13NO3 overall, from OMol25.

ORCA input file:
```
! RIJCOSX wB97M-V def2-TZVPD def2/J DEFGRID3
* xyz 0 1
C -1.976 -1.174 -0.361
C -0.485 -1.504 -0.179
C -0.140 -0.914 1.234
N 0.476 -0.851 -1.155
C 0.295 0.397 -1.773
O -0.531 1.170 -1.340
H -2.025 -0.083 -0.372
H -2.604 -1.579 0.515
H -2.406 -1.676 -1.156
H -0.196 -2.624 -0.262
H 0.815 -0.502 1.120
H -0.932 -0.202 1.606
H 0.059 -1.485 2.184
H 0.924 -1.493 -1.781
H 0.976 0.663 -2.502
O -1.207 2.045 2.212
H -0.507 1.454 2.053
H -0.750 2.860 2.104
O 3.208 0.381 0.374
H 2.512 -0.218 0.321
H 2.882 1.242 0.766
*
```

## Properties
highest occupied orbital energy	-10.01	eV

Quick look at the Mulliken charges, all values in e:
1 C -1.548
2 C 0.571
3 C -0.980
4 N -0.240
5 C -0.096
6 O -0.519
7 H 0.433
8 H 0.315
9 H 0.421
10 H 0.345
11 H 0.099
12 H 0.162
13 H 0.335
14 H 0.242
15 H 0.476
16 O -0.579
17 H 0.303
18 H 0.310
19 O -0.657
20 H 0.264
21 H 0.343

Taking the most stable structure as the zero point, the relative energies in hartree are a 0.1201; b 0.0000.